119
Properties=species:S:1:pos:R:3:forces:R:3:mulliken_charge:R:1 method="wB97M-V/def2-TZVPD" total_charge=+1 energy_ev=-159477.3158 e_homo_ev=-10.5 homo_lumo_gap_ev=6.9573 largest_force_ha_per_bohr=0.1127 de_lowest_ev=1.552
H 1.8426 0.8059 6.3440 0.083 -0.041 -0.110 0.17
O 6.7962 4.1515 -6.6319 -0.199 0.091 0.185 -0.67
N -0.7981 2.6977 0.0707 0.141 0.375 1.096 0.11
O 8.3488 8.5210 0.3536 -0.080 -0.108 -0.087 -0.63
N 1.6609 1.0357 5.3836 -0.019 0.666 -0.186 -0.39
H 4.2945 4.1055 -6.3071 0.059 0.063 0.031 0.16
H 6.7930 4.8816 -9.0046 0.144 0.083 0.057 0.22
H -0.7890 2.2070 3.2713 -0.370 -0.013 -0.835 0.30
N 4.0089 4.9602 -0.1846 -0.511 -0.857 0.115 -0.36
H -4.1061 -1.6904 1.4321 -0.053 -0.090 -0.108 0.19
H 5.0956 6.7990 1.1159 0.108 0.107 -0.079 0.13
N -4.1899 -7.5403 1.5966 -0.141 0.558 0.008 -0.23
N 4.6766 -3.8072 4.7939 0.234 -0.385 0.435 -0.40
H -0.7659 2.7965 -2.0520 1.269 -0.660 1.283 0.33
H 8.7109 5.2418 -5.4863 0.036 0.006 -0.204 0.20
H -2.1358 -7.8527 -0.8211 -0.089 -0.099 0.163 0.21
C -1.1280 3.6350 -5.4086 -0.260 -0.314 -0.316 0.65
H 5.1763 7.9325 -0.1960 -0.122 -0.031 0.267 0.26
O 3.8120 -1.7425 5.1325 -0.047 0.022 -0.028 -0.63
H 0.3132 -1.6867 4.4270 0.084 0.039 0.155 0.21
H -3.9113 -8.3270 2.1554 -0.119 -0.094 -0.199 0.16
N -6.4043 -10.2640 2.7455 -0.214 0.576 -0.037 -0.30
C 4.3357 6.1662 -0.7172 0.028 0.511 -0.235 0.69
O -1.7003 2.6919 -5.9339 0.040 0.058 0.079 -0.68
N -8.0176 -6.1372 4.5128 -0.489 0.089 -0.288 -0.42
H 0.3292 2.5514 -4.5075 -0.051 0.122 -0.124 0.13
N -2.6206 -4.2391 -1.6907 -0.266 0.362 0.230 -0.26
H -4.9468 -3.2883 0.0128 -0.071 0.029 0.111 0.12
H 3.5756 4.2887 -0.7962 0.237 0.125 0.010 0.18
H -3.3666 -4.4904 -1.0583 0.248 -0.527 -0.113 0.15
H 6.8535 7.4630 -1.3176 0.247 -0.171 -0.166 0.02
H -6.4148 -9.3420 2.3360 -0.045 -0.032 0.129 0.21
C -6.1406 -2.1029 1.2440 -0.164 -0.020 0.009 0.56
N 0.7508 -1.0172 5.0387 -0.504 -0.189 -0.391 -0.35
H 0.8311 3.2605 -1.3006 -1.160 -1.524 0.229 0.17
N 4.9164 7.0245 0.1540 0.169 0.394 0.070 -0.41
N -1.5455 4.9177 -5.5456 -0.489 0.562 -0.077 -0.36
N -0.0205 3.4874 -4.6387 0.301 -0.571 0.909 -0.22
C 3.1186 5.3260 -5.0938 0.479 0.073 -0.071 0.61
H -6.6599 -3.5548 -0.0698 0.180 0.032 0.084 0.18
C -1.8923 -3.1423 -1.3883 -0.383 -0.485 -0.222 0.72
H -2.3641 5.0792 -6.1086 0.164 -0.032 0.073 0.23
C -0.0402 2.5062 -1.1964 -0.366 0.733 -0.640 -0.48
H 1.9225 1.9435 5.0363 0.044 -0.160 0.140 0.21
N 1.0809 2.5803 1.6874 -2.322 -0.437 -3.199 -0.33
H 5.1576 5.6924 -4.8954 -0.111 -0.104 -0.105 0.12
N -6.6976 2.1365 1.9868 -0.433 0.032 0.188 -0.38
C -3.6054 -7.2202 0.4214 -0.179 -0.350 0.559 0.60
H 9.2888 6.1071 -6.8743 -0.049 -0.065 0.042 0.17
H -3.5256 2.3575 1.7456 -0.131 0.065 0.097 0.24
O 0.8600 0.4756 3.3366 -0.100 -0.081 -0.372 -0.64
Br 0.4958 -0.4669 -0.1824 -0.253 1.523 -0.309 -0.10
O -2.1047 -2.4567 -0.3916 0.010 0.236 0.184 -0.57
O -5.0911 1.3234 3.3588 0.209 -0.057 -0.118 -0.70
C 8.7084 7.8563 -0.6060 -0.048 0.248 0.332 0.68
C -5.4304 -11.1153 2.3387 0.005 0.150 -0.159 0.63
N 8.6247 5.4782 -6.4604 0.348 0.143 0.619 -0.39
N 10.0132 7.6089 -0.8813 0.684 0.015 0.106 -0.37
H -6.4561 -6.7308 6.3724 0.044 -0.006 -0.086 0.17
N -0.9054 -2.8571 -2.2770 0.620 0.464 -0.116 -0.29
H -7.4106 1.7485 2.5830 0.087 -0.027 -0.166 0.24
H 4.1796 4.7152 0.7741 0.077 0.038 -0.093 0.16
C 4.0669 -2.6701 4.3788 0.020 0.161 0.276 0.66
H -4.7402 2.9931 0.6789 -0.098 -0.076 0.088 0.14
H -0.3396 -2.0464 -2.0903 -0.084 -0.228 -0.228 0.04
H -6.9675 2.6410 1.1621 -0.007 -0.099 0.060 0.16
H 4.0912 6.6588 -3.9231 0.059 -0.261 0.051 0.23
H -5.1807 -7.3267 5.3581 -0.155 0.079 0.055 0.21
H -4.7665 -13.0036 2.6551 -0.150 0.094 0.052 0.23
O -7.2754 -1.8313 1.6107 -0.030 0.033 0.007 -0.70
N -5.0415 -1.4733 1.7284 0.376 0.562 0.445 -0.24
N -5.4706 -12.3375 2.9265 0.271 -0.681 0.146 -0.40
H 3.9677 -3.4031 2.4291 -0.018 0.078 0.045 0.16
N -2.6012 -8.0513 0.0485 0.664 -0.027 -0.555 -0.37
C -5.4097 1.9409 2.3520 -0.486 -0.185 0.261 0.65
H 2.5738 3.8778 -6.3999 0.125 0.096 0.045 0.20
H -1.0799 5.6987 -5.1181 0.113 -0.068 -0.137 0.19
H 10.6989 7.9991 -0.2560 -0.101 -0.069 -0.124 0.23
H 10.3183 7.0642 -1.6670 -0.006 0.066 0.088 0.15
N 4.2252 5.9325 -4.6073 0.052 0.505 0.010 -0.24
O -4.5859 -10.8065 1.5106 0.167 0.010 0.105 -0.66
O 4.1231 6.4511 -1.8858 0.078 -0.054 0.392 -0.67
C 1.0768 0.1822 4.5131 0.327 -0.574 0.929 0.55
O -6.3447 -6.9179 3.2028 -0.194 -0.102 0.123 -0.71
H 8.1923 5.9008 -8.8856 -0.069 -0.063 0.015 0.17
H -8.5691 -5.9341 3.6951 0.084 0.046 0.146 0.23
N -6.0988 -6.9255 5.4547 0.573 -0.279 0.278 -0.39
C 7.5995 4.9171 -7.1480 -0.141 -0.075 -0.146 0.69
H -5.1868 -0.7533 2.4201 0.054 -0.054 -0.012 0.14
N -4.4952 2.4847 1.5092 0.855 0.275 -0.440 -0.31
H -2.3092 -8.8428 0.5932 -0.188 -0.020 -0.077 0.18
H 4.9218 -3.8704 5.7682 -0.013 -0.012 -0.178 0.23
H 0.4575 4.2591 -4.2024 0.318 0.139 -0.465 0.13
H -4.9444 -6.9494 1.9156 0.100 -0.240 0.133 0.19
N -1.2809 2.0942 2.3624 2.690 0.603 -1.727 -0.39
N 7.8338 7.3046 -1.4838 -0.625 -0.170 -0.324 -0.22
H 1.4337 1.5952 1.7304 -0.452 0.742 1.111 0.29
H 8.1162 6.7565 -2.2755 -0.067 0.065 0.068 0.11
H -1.7665 3.0725 0.0138 0.874 -0.955 -0.011 0.27
H 4.8901 -4.5744 4.1827 -0.001 0.059 0.077 0.16
N 3.3672 4.3588 -6.0083 -0.303 -0.603 -0.424 -0.30
O -3.9551 -6.2569 -0.2525 -0.076 0.190 -0.247 -0.74
H -6.1598 -12.6006 3.6070 0.058 0.006 -0.087 0.15
N 3.7627 -2.6467 3.0567 -0.304 0.282 -0.632 -0.33
H -1.4261 1.0617 2.2936 -0.182 0.905 -0.332 0.31
N -5.8756 -3.0586 0.3195 -0.210 -0.424 -0.489 -0.26
H -2.4545 -4.8050 -2.5026 -0.078 0.006 0.103 0.15
H -8.3930 -5.9349 5.4215 0.033 0.015 -0.097 0.16
C -6.7913 -6.6761 4.3167 -0.142 0.161 0.011 0.66
C -0.3298 2.4920 1.3080 0.627 -1.520 2.152 0.14
O 1.9827 5.6262 -4.7377 -0.321 0.075 0.268 -0.75
H 0.9241 -1.2657 5.9959 0.137 -0.023 -0.122 0.16
H 1.5941 3.0027 0.8847 -0.473 -0.064 0.769 0.30
N 7.5383 5.2738 -8.4530 -0.274 -0.051 -0.497 -0.39
H -7.1022 -10.5077 3.4245 0.054 0.030 -0.079 0.16
H -0.7221 -3.4080 -3.0958 -0.051 0.071 0.061 0.16
H 3.3084 -1.8215 2.7023 0.078 -0.149 0.051 0.17
C 0.4078 1.0034 -1.4881 1.384 -0.637 -5.203 0.55
O 0.7273 0.7324 -2.6787 -1.414 1.354 5.454 -0.52



24
Properties=species:S:1:pos:R:3:forces:R:3:nbo_charge:R:1 method="wB97M-V/def2-TZVPD" energy_ev=-10595.1733 e_homo_ev=-7.4 homo_lumo_gap_ev=7.4573 largest_force_ha_per_bohr=0.0860 de_lowest_ev=1.370
C 0.2493 0.8903 0.6138 1.823 -1.466 2.243 -0.02
H -2.3709 1.2951 -1.7511 0.296 0.061 -0.006 0.22
C 0.8557 -2.6463 -0.2593 -1.712 2.992 -2.772 -0.32
H 1.6970 -1.6366 2.5430 -0.085 1.248 -0.521 0.22
C -1.7495 1.6379 -0.9273 -0.202 -1.700 1.983 -0.64
C 1.9047 -0.6791 1.9789 -0.425 0.830 0.200 -0.65
H -2.1204 -0.6866 -2.3501 -1.965 1.075 -0.090 0.21
H 1.4632 -3.2333 0.3779 0.656 0.114 0.873 0.20
H 0.5842 -3.1920 -1.2240 -0.023 0.698 1.520 0.20
H -2.4180 1.8507 -0.0629 0.089 -0.506 -0.355 0.21
H 0.4050 3.0552 0.8379 0.403 0.679 -0.869 0.22
H -1.3635 2.5890 -1.0728 0.983 1.834 -0.954 0.22
H -1.2497 -2.1138 -2.3646 0.396 0.569 0.332 0.21
C -0.5145 -0.6049 -0.9429 -0.671 1.305 -1.026 -0.08
C -0.6597 0.6544 -0.4637 -1.817 -0.098 -1.511 0.02
C -1.1522 -1.0141 -2.2040 2.049 -2.176 -1.309 -0.63
C 0.4903 -1.2850 -0.1836 1.560 -3.276 1.977 -0.03
H 1.0758 2.1582 2.1889 -0.729 -0.003 -0.366 0.22
C 0.2771 2.1730 1.4164 0.362 -1.232 0.493 -0.64
H 2.8699 -0.7845 1.5226 0.686 -0.368 -0.297 0.22
C 0.9138 -0.3101 0.8914 -0.683 0.721 -0.426 -0.02
H -0.7098 2.3064 1.8463 -0.125 -0.030 0.574 0.22
H -0.5239 -0.6378 -3.0468 -0.519 -0.294 0.326 0.21
H 2.0464 0.2139 2.6358 -0.348 -0.978 -0.018 0.22



21
Properties=species:S:1:pos:R:3:forces:R:3:nbo_charge:R:1 method="wB97M-V/def2-TZVPD" multiplicity=2 total_charge=-1 energy_ev=-9399.0051 e_homo_ev="1.1 / -6.0" homo_lumo_gap_ev="2.3102 / 9.3250" largest_force_ha_per_bohr=0.0944 de_lowest_ev=2.578 s2=0.7505
C -0.3720 0.1829 0.7876 0.010 -0.034 0.470 -0.32
H -1.1478 -1.9286 -1.4589 0.763 1.120 0.136 0.22
N 0.2209 1.4322 -1.3605 0.328 -0.430 3.067 -0.65
H -0.7633 -0.7098 1.3172 -0.220 0.163 -1.000 0.24
H 2.2710 1.6145 -1.4417 0.403 1.107 0.223 0.18
H -1.4723 0.4296 -1.2570 -0.010 -0.321 1.358 0.18
H 1.4075 3.0430 -0.6429 0.120 1.745 -0.230 0.18
H -0.5596 -4.0824 1.8386 0.146 -0.322 1.313 0.35
H 1.7652 1.5996 0.1321 0.403 -1.348 3.071 0.19
H 0.7043 0.0863 1.1530 -1.039 0.369 -0.973 0.19
H 0.4410 -1.2459 -2.1914 -1.169 -0.159 0.601 0.19
H -0.1829 -2.8049 2.9623 -0.163 -1.374 0.314 0.37
H -1.9912 1.5622 1.0391 3.011 -1.197 1.627 0.32
N -0.9665 1.3410 1.5128 -3.936 -0.497 -1.822 -0.82
C -0.2563 -1.2603 -1.2883 1.537 -0.192 -2.085 -0.70
C -0.4904 0.1455 -0.8069 -0.922 2.557 0.936 -0.07
H 0.4514 1.2764 -2.2874 0.184 -0.480 -2.185 0.34
H -0.5507 2.1858 1.2381 1.324 1.325 -0.443 0.33
C 1.5082 2.0117 -0.7537 -1.585 -2.609 -3.776 -0.44
O -0.3642 -3.1604 2.0732 0.024 1.783 -1.722 -1.54
H 0.3478 -1.7186 -0.5652 0.790 -1.208 1.121 0.23



107
Properties=species:S:1:pos:R:3:forces:R:3:mulliken_charge:R:1 method="wB97M-V/def2-TZVPD" energy_ev=-66502.7194 e_homo_ev=-8.9 homo_lumo_gap_ev=8.7377 largest_force_ha_per_bohr=0.1348 de_lowest_ev=4.068
H -3.0935 -3.3892 2.6836 0.143 -0.256 0.591 0.36
H -4.0406 4.0205 -5.5045 -0.090 -0.232 -0.270 0.36
H -2.7005 3.8625 -6.7281 -0.510 -0.541 -0.173 0.39
H -0.8275 -2.9268 3.6325 0.002 -0.224 0.039 0.29
N -0.6272 -0.9759 -0.7941 -0.427 0.163 -0.859 0.31
H -3.0300 -1.8236 -3.1213 -0.279 -0.268 -0.188 0.23
C -0.4239 -0.9695 -5.2448 -2.630 -0.703 -1.494 0.56
H 3.9659 -0.5795 1.7341 -0.216 0.379 -0.341 0.23
H -2.5252 4.8561 -5.4149 0.268 -0.211 0.738 0.37
C -1.6323 -2.2322 3.8789 0.281 -0.624 -0.372 -1.54
H -0.7030 -4.0333 -2.0036 -0.025 0.221 -0.151 0.17
C 4.2528 0.9736 -2.2685 -1.483 -1.090 -1.329 0.58
H 2.4196 -1.5500 6.2691 1.276 0.449 -0.446 0.48
H -1.1440 -1.2639 3.7636 -0.304 0.272 0.433 0.18
N 0.6242 3.1581 2.6953 2.116 0.405 0.491 -0.01
H 4.6841 1.7598 3.9256 -0.130 -0.043 -0.245 0.20
H 1.6919 0.3429 7.5884 0.203 -0.268 0.075 0.30
H 2.0830 -1.7425 -2.4497 -0.004 -0.080 0.213 -0.03
H 3.7857 3.0753 3.2856 0.035 -0.115 0.080 0.18
C 0.4171 -0.1466 -0.8821 -0.563 -1.846 -0.030 -0.09
H 2.9638 -1.1778 -4.0735 0.703 0.360 -0.706 0.16
H -6.2214 -2.6097 3.2973 0.422 0.417 0.221 0.34
O -4.7842 -1.7444 1.9267 -1.627 -1.308 0.533 -0.33
H 1.6465 0.8119 0.3698 -0.097 -0.414 0.402 -0.31
H 1.4980 -2.8685 3.9140 -0.263 0.086 -0.410 0.37
H -0.4745 1.4911 1.4335 0.155 0.328 -0.086 -0.11
H 5.0027 0.0586 2.8617 -0.227 0.356 0.052 0.20
H 0.7254 -0.1545 -3.8916 0.280 -0.063 0.111 -0.35
H 0.5018 -0.3029 1.1254 0.222 0.181 0.071 -0.10
H -1.5108 -3.0245 1.2504 0.289 -0.163 0.039 0.22
N -1.4333 -3.4996 -2.4475 1.233 0.097 -0.169 -0.11
C -2.9708 3.8938 -5.6720 0.324 0.245 0.470 -1.53
O 2.2401 -4.1942 -4.3499 0.000 -0.151 -0.117 -0.76
H -4.3330 -2.4525 -2.1143 0.197 0.383 -0.035 0.21
H -1.3488 -1.1688 -7.0429 0.178 -0.008 0.127 0.26
O 1.0271 0.1649 -1.8871 0.080 0.730 -2.093 0.35
O -2.8559 -3.8933 -0.7405 -0.290 -0.098 0.680 -0.71
H 1.1672 0.2477 -5.4924 -0.205 -0.221 0.055 0.25
H 2.1536 -1.6520 2.6224 -0.892 -0.518 -0.187 -0.09
O -1.1885 -1.6517 -4.5699 -0.391 -0.336 0.730 -0.79
H 6.1326 0.6397 -2.5477 0.399 0.178 0.522 0.27
C 3.5576 1.3828 2.2200 2.659 -0.614 1.378 0.60
H -2.7451 -2.1803 0.8764 0.088 0.272 -0.867 0.08
H 3.1267 -2.1221 3.9168 0.226 -1.008 -0.006 0.46
C -5.6399 -2.8191 2.3992 -0.922 0.302 -2.140 -0.79
H 0.5514 1.7037 5.1185 -0.040 -0.336 -0.129 0.14
H 2.4302 1.4219 -1.8866 -0.316 0.125 0.612 0.06
H 3.1641 1.4522 5.3348 -0.165 -0.573 -0.395 0.19
N 2.2326 -2.7097 -2.6971 -1.547 0.070 5.285 -0.28
H -3.4898 -0.4480 2.7926 -0.112 0.230 -0.245 0.23
O 2.7521 1.7507 1.4133 -1.445 0.749 -1.290 -0.84
N 3.0102 1.2876 6.3206 1.412 0.444 -0.394 -0.76
H -0.0445 -0.0490 -7.0298 -0.185 -0.207 0.064 0.10
C 1.7917 0.5572 6.5229 -0.634 -0.205 -0.865 0.48
H 0.1036 3.7772 -1.3694 0.104 0.054 -0.449 0.31
C 2.0727 -1.9787 3.6588 2.003 0.628 0.977 -0.81
C -2.4224 2.6558 -4.9270 0.911 0.170 -1.428 0.99
H -1.9263 -2.4781 4.8992 -0.250 0.366 -0.001 0.48
H -4.3133 -1.4868 3.9032 0.022 -0.268 0.186 0.39
N 3.3708 1.6940 -1.6286 -1.236 1.602 1.297 -0.22
O -1.3513 4.1469 2.8770 0.082 -0.301 -1.276 -0.75
N 0.8617 0.1735 0.3123 1.186 1.191 2.120 0.55
N -0.6169 -0.7052 -6.5269 -1.985 -0.696 -3.796 -0.38
H 3.6172 2.0269 -0.7093 -0.598 0.156 -0.041 0.13
N -3.2191 1.4749 -5.2654 -0.448 -0.559 0.618 -0.72
H 2.8481 2.2473 6.6007 0.014 0.044 0.652 0.31
N -3.3618 -2.4224 -2.3803 -1.435 1.329 -0.011 -0.12
O -1.1106 3.5002 -3.0482 -0.135 -0.140 0.022 -0.40
C 2.4328 -3.0590 -3.9181 0.504 -2.096 -3.304 0.59
H -2.0169 2.1263 1.3779 0.015 0.568 0.119 0.24
C -3.8637 -1.4685 2.9080 1.361 1.324 0.699 -0.70
H -1.1303 -1.2329 -1.6280 0.005 -0.038 0.289 -0.04
O 1.7541 -0.8271 4.3787 -0.984 1.999 1.135 0.01
N 2.9246 -2.0395 -4.5936 0.805 1.185 -1.874 -0.17
H 0.8772 3.8668 3.3667 0.472 -0.110 -0.283 0.18
N 4.2713 0.2619 2.2000 0.525 -3.618 -1.192 -0.39
H -1.4130 2.4808 -5.3091 0.350 0.315 -0.069 -0.01
N -1.0384 2.3211 1.5243 -1.515 -1.743 -2.020 0.06
H 0.5249 2.3305 6.7399 -0.073 -0.213 0.333 0.45
H -5.2134 -3.8214 2.4483 0.686 0.244 0.249 0.33
C -0.6353 3.3108 2.3061 -1.884 0.915 2.928 0.43
H -6.3548 -2.9014 1.5795 -0.238 -0.084 0.126 0.28
H -2.0545 1.7275 -3.0213 0.036 -0.491 -0.374 -0.16
H -1.2366 -2.7549 -3.1057 0.820 -0.602 -0.579 0.23
H -2.6894 0.6410 -5.0451 0.038 -0.098 0.342 0.11
H 1.2921 2.6637 2.1152 0.168 0.340 0.337 0.11
C -2.5506 -3.2828 -1.7560 -0.204 -1.524 0.181 0.26
H -3.1925 2.9721 -2.9538 -0.013 0.819 0.225 0.32
H 3.1546 -2.1249 -5.5699 -0.085 0.108 0.277 0.21
C -2.6894 -2.3811 2.7905 1.743 -0.540 -0.157 0.39
N 5.5013 1.0766 -1.8941 2.730 -0.213 0.337 -0.42
C 1.7294 -0.8292 5.8217 -0.073 -1.182 0.109 -1.08
N 0.5817 -0.2997 -4.8852 4.531 2.767 4.459 0.21
H -0.9848 2.4182 -1.2250 -0.217 -0.158 -0.230 0.10
H -3.4480 1.3320 -6.2394 0.043 0.761 -0.181 0.29
O 3.8873 0.2343 -3.1773 0.340 -0.492 -1.024 -0.79
H -0.1965 0.6850 6.4168 -0.926 0.803 -0.226 0.33
H 1.7774 -3.4322 -2.1596 -0.011 0.377 0.225 0.23
H 0.8577 -1.3916 6.1683 -0.936 0.659 -0.216 0.41
N 4.0619 2.1075 3.2148 -0.426 3.111 1.644 -0.52
C 0.5840 1.4052 6.1668 -0.310 -0.841 -0.075 -1.16
C -0.8906 3.4222 -1.6408 -0.298 0.704 -0.243 -0.66
N -1.9391 -2.1389 1.4936 -1.555 0.094 0.799 -0.68
H -1.6035 4.1051 -1.1754 -0.123 -0.217 0.433 0.47
C -2.2386 2.7258 -3.4280 -0.174 -0.556 0.559 -0.21
H 5.7811 1.6975 -1.1527 0.287 -0.101 -0.386 0.16
H -0.9775 -1.1091 0.1459 -0.823 -0.468 -0.223 0.26